(1)
{
  "formula": "C4H8",
  "method": "ωB97M-V/def2-TZVPD",
  "relative_energy_kcal_mol": 14.2,
  "orbital_gap_ev": [12.079, 8.459],
  "s_squared": 0.752,
  "spin_multiplicity": 2,
  "charge": 1,
  "e_tot_ev": -4267.62503,
  "species": ["C", "H", "H", "H", "C", "H", "H", "C", "H", "H", "C", "H"],
  "coordinates": [[-0.143, 0.038, 0.038], [1.649, -1.088, 0.540], [-1.792, 1.106, -0.676], [0.336, -2.076, 0.397], [-1.490, 0.228, -0.078], [1.612, 1.159, -0.034], [0.516, -0.942, 1.879], [0.573, -1.070, 0.803], [1.274, 0.236, -1.560], [0.459, 1.767, -1.170], [0.811, 0.824, -0.736], [-2.261, -0.375, 0.459]],
  "mulliken_spin": [0.26, 0.00, 0.03, 0.03, 0.52, 0.03, 0.02, 0.02, 0.05, 0.00, 0.03, 0.02]
}

(2)
{
  "formula": "C21H24N2OP2V",
  "method": "ωB97M-V/def2-TZVPD",
  "orbital_gap_ev": [5.714, 6.014],
  "s_squared": 0.828,
  "spin_multiplicity": 2,
  "charge": 2,
  "e_tot_ev": -71438.44106,
  "species": ["C", "H", "H", "H", "H", "C", "C", "H", "H", "H", "H", "C", "C", "C", "C", "H", "P", "C", "C", "C", "C", "H", "H", "H", "C", "C", "H", "H", "H", "H", "C", "C", "C", "C", "H", "P", "H", "N", "C", "V", "H", "H", "H", "C", "N", "C", "H", "C", "O", "H", "H"],
  "coordinates": [[0.864, 4.168, -0.666], [-1.054, -4.844, -0.155], [1.514, 4.356, 0.203], [-1.918, 4.781, 0.408], [-2.307, -2.925, 0.997], [-4.407, 0.283, -0.622], [0.832, 2.125, 2.111], [2.362, -0.237, -1.307], [2.577, -3.733, -2.177], [-4.473, -1.595, 0.435], [0.984, -2.474, 1.221], [-2.436, -1.053, -0.075], [-3.602, 1.239, -1.246], [-2.206, 1.145, -1.202], [0.742, -4.461, -1.287], [2.962, 0.856, 1.952], [-0.379, 2.948, -0.144], [2.806, 0.438, 0.954], [0.037, -1.708, -1.063], [-0.782, -2.728, -0.499], [-1.641, -0.046, -0.694], [3.555, -1.567, 2.720], [1.477, 3.740, -1.474], [-0.563, 1.987, -2.372], [-0.417, -4.102, -0.626], [-1.612, 3.830, 0.876], [-1.146, 4.018, 1.856], [1.000, -5.509, -1.429], [-4.053, 2.093, -1.764], [2.349, 1.192, 0.250], [-1.781, -2.237, 0.343], [-1.311, 2.302, -1.625], [1.629, -3.469, -1.718], [2.423, -1.257, -0.883], [4.294, -1.869, 1.115], [1.951, -1.257, 0.990], [3.439, -1.654, -0.954], [1.139, 2.673, 3.101], [-3.841, -0.838, -0.028], [0.496, 0.892, 0.425], [3.281, -3.130, 1.881], [-5.492, 0.432, -0.618], [0.408, 5.111, -1.001], [-0.463, 0.196, 1.899], [-0.257, -0.356, -0.794], [1.361, -2.135, -1.395], [3.801, 0.198, 0.533], [3.412, -2.048, 1.747], [-1.161, -0.093, 2.799], [-1.903, 3.138, -2.022], [-2.492, 3.186, 1.024]],
  "mulliken_spin": [0.00, 0.00, 0.00, 0.00, -0.01, -0.02, -0.04, 0.00, 0.00, 0.00, 0.02, 0.04, 0.02, -0.02, -0.03, 0.00, -0.05, 0.02, 0.01, -0.01, -0.01, 0.00, 0.00, 0.01, 0.06, 0.00, 0.00, 0.00, 0.00, 0.01, 0.05, 0.02, 0.05, -0.01, 0.00, 0.03, 0.00, 0.05, 0.04, 0.79, 0.00, 0.00, 0.00, -0.01, -0.03, -0.03, 0.00, 0.01, 0.02, 0.00, 0.00]
}

(3)
{
  "formula": "C3H7N3S",
  "method": "ωB97M-V/def2-TZVPD",
  "relative_energy_kcal_mol": 97.6,
  "orbital_gap_ev": 9.617,
  "e_tot_ev": -18526.23746,
  "species": ["S", "H", "H", "C", "N", "H", "N", "H", "H", "H", "H", "N", "C", "C"],
  "coordinates": [[-1.565, 0.683, -0.695], [0.474, -1.160, -1.423], [2.933, -0.514, 0.336], [-2.533, 0.000, 0.632], [0.720, 1.607, 0.297], [2.666, 0.279, -1.296], [-0.070, 0.681, -0.087], [0.605, -1.473, 0.352], [-2.829, 0.493, 1.516], [-2.066, -1.021, 0.801], [-3.459, -0.062, 0.044], [1.926, 1.287, 0.308], [2.237, -0.004, -0.303], [0.960, -0.796, -0.481]],
  "mulliken_charge": [-0.07, 0.30, 0.28, -0.74, -0.27, 0.23, 0.28, 0.21, 0.32, 0.20, 0.26, -0.34, -0.32, -0.35]
}

(4)
{
  "formula": "H22HeO11",
  "method": "ωB97M-V/def2-TZVPD",
  "relative_energy_kcal_mol": 26.5,
  "orbital_gap_ev": 9.821,
  "e_tot_ev": -22958.94171,
  "species": ["H", "O", "H", "H", "O", "O", "O", "O", "O", "H", "H", "O", "O", "O", "H", "He", "H", "H", "H", "H", "H", "H", "H", "H", "H", "H", "H", "H", "H", "O", "O", "H", "H", "H"],
  "coordinates": [[13.618, -12.989, 10.308], [17.642, -13.099, 8.531], [12.806, -10.421, 5.237], [16.603, -9.667, 7.996], [13.810, -16.202, 6.375], [16.140, -10.106, 3.499], [14.694, -9.368, 8.661], [13.487, -10.285, 4.579], [16.050, -11.691, 10.339], [17.152, -10.953, 4.903], [11.902, -13.930, 5.009], [15.065, -14.585, 8.254], [12.786, -13.733, 4.700], [17.815, -11.323, 5.486], [13.008, -12.903, 5.121], [15.060, -11.745, 6.565], [14.531, -15.689, 6.739], [14.600, -8.754, 9.389], [15.304, -10.248, 3.944], [14.458, -14.022, 8.734], [15.611, -10.984, 9.867], [16.240, -10.868, 2.929], [17.566, -10.392, 7.080], [18.061, -12.324, 8.157], [13.363, -15.600, 5.780], [17.859, -13.806, 7.923], [15.933, -14.257, 8.488], [12.250, -13.319, 9.751], [17.927, -12.223, 5.182], [13.172, -13.250, 9.502], [17.533, -9.859, 7.874], [16.715, -12.010, 9.729], [13.295, -10.930, 3.898], [13.817, -9.732, 8.539]],
  "mulliken_charge": [0.32, -0.73, 0.28, 0.30, -0.64, -0.70, -0.62, -0.68, -0.60, 0.35, 0.34, -0.62, -0.64, -0.67, 0.28, 0.02, 0.33, 0.30, 0.40, 0.39, 0.35, 0.33, 0.37, 0.29, 0.32, 0.31, 0.34, 0.27, 0.29, -0.67, -0.61, 0.39, 0.32, 0.28]
}